1.
{"formula": "C32H88AsF6N6O6", "method": "ωB97M-V with the def2-TZVPD basis set", "de_lowest_ev": 0.816, "lumo_ev": -9.665, "e_homo_ev": -18.642, "molar_mass_g_mol": 842.00, "homo_lumo_gap_ev": 8.9770, "total_charge": 5, "total_energy_ev": -132934.88744, "species": ["H", "N", "H", "H", "C", "H", "C", "H", "H", "H", "C", "C", "H", "O", "H", "H", "H", "C", "O", "H", "O", "H", "H", "C", "H", "H", "H", "H", "C", "C", "H", "H", "H", "H", "H", "C", "C", "C", "H", "H", "H", "F", "C", "H", "C", "H", "H", "H", "H", "C", "H", "F", "H", "C", "H", "C", "H", "C", "C", "As", "C", "H", "H", "H", "N", "H", "H", "H", "H", "H", "C", "H", "H", "H", "N", "H", "F", "C", "F", "F", "H", "H", "H", "C", "H", "H", "H", "F", "H", "H", "C", "H", "C", "H", "H", "H", "H", "H", "H", "C", "H", "H", "H", "H", "H", "H", "H", "C", "H", "O", "H", "C", "H", "C", "C", "H", "H", "C", "H", "O", "H", "H", "N", "H", "C", "H", "H", "N", "H", "N", "H", "H", "H", "H", "H", "C", "H", "H", "O"], "positions_angstrom": [[14.787, -14.348, -14.750], [15.246, -21.524, -6.133], [17.927, -13.076, -1.057], [23.012, -21.642, -8.919], [24.378, -16.316, -4.532], [15.358, -14.133, -11.339], [22.306, -21.873, -8.117], [15.522, -25.713, -9.286], [24.767, -15.696, -1.140], [10.280, -17.101, -6.794], [13.321, -12.547, -12.379], [14.849, -17.216, -8.994], [16.794, -20.132, -6.041], [17.685, -18.293, -0.523], [23.256, -16.075, -6.932], [23.401, -23.627, -7.552], [14.305, -12.853, -15.112], [24.943, -15.689, -3.241], [13.567, -17.628, -8.519], [19.646, -15.545, -5.587], [14.489, -24.270, -8.224], [17.616, -15.082, -4.275], [13.017, -11.639, -12.895], [10.025, -17.007, -9.666], [18.412, -21.527, -4.777], [18.849, -21.092, -10.752], [13.577, -12.241, -11.364], [16.035, -17.383, -1.292], [14.495, -13.252, -13.063], [16.855, -18.014, -1.647], [14.847, -19.685, -7.216], [15.523, -19.227, -4.659], [15.627, -17.832, -8.539], [26.010, -15.821, -3.414], [10.965, -15.750, -7.485], [19.229, -21.806, -10.022], [14.940, -14.465, -12.296], [17.198, -15.187, -1.581], [17.285, -16.481, -13.315], [11.139, -18.515, -8.464], [19.262, -16.488, -0.666], [20.302, -17.002, -7.955], [24.276, -16.208, -1.976], [16.200, -24.485, -7.247], [14.814, -20.756, -7.373], [16.248, -15.497, -2.016], [19.040, -14.349, -3.418], [16.915, -21.669, -3.824], [20.258, -22.573, -7.835], [15.549, -23.655, -7.557], [17.644, -19.208, 1.293], [17.987, -17.219, -6.986], [13.982, -25.350, -9.924], [17.374, -21.858, -4.794], [19.191, -22.784, -10.512], [14.841, -24.871, -9.464], [11.842, -16.968, -6.811], [16.711, -21.218, -5.993], [14.473, -19.512, -4.737], [18.943, -18.092, -8.173], [18.540, -15.261, -3.731], [13.860, -23.036, -6.443], [23.034, -20.075, -7.381], [16.195, -18.310, 0.977], [22.110, -20.436, -7.615], [22.530, -17.376, -6.035], [24.505, -17.255, -1.793], [23.713, -13.872, -3.329], [21.643, -19.806, -8.281], [16.428, -19.842, 0.130], [23.032, -22.699, -7.107], [21.494, -20.321, -6.801], [13.345, -21.304, -5.222], [20.507, -16.174, -4.166], [14.089, -13.634, -14.488], [17.316, -17.414, -3.664], [18.358, -17.014, -9.422], [16.555, -16.265, -12.538], [19.861, -19.010, -9.325], [19.485, -19.170, -6.860], [19.254, -17.024, -4.913], [18.423, -21.779, -9.273], [15.014, -16.169, -8.726], [17.780, -17.386, -2.674], [12.577, -15.957, -9.183], [16.146, -22.930, -8.128], [23.935, -22.264, -6.672], [17.638, -19.268, -8.374], [23.216, -15.984, -1.888], [25.066, -16.176, -5.374], [19.492, -15.962, -1.591], [25.139, -13.861, -4.210], [21.007, -22.469, -8.631], [12.502, -13.262, -12.282], [15.554, -20.914, -8.159], [24.379, -17.395, -4.328], [21.680, -15.748, -6.243], [13.994, -19.258, -3.792], [17.008, -16.051, -11.569], [19.524, -16.009, -4.609], [20.238, -16.489, -2.174], [13.150, -14.018, -14.573], [19.665, -14.923, -1.321], [13.979, -18.896, -5.488], [15.324, -24.128, -10.100], [12.633, -17.379, -10.345], [17.362, -13.273, -2.672], [22.604, -16.285, -6.078], [9.066, -17.291, -9.247], [23.102, -15.790, -4.829], [17.274, -21.520, -6.877], [14.372, -21.005, -5.024], [13.882, -21.217, -7.689], [17.241, -13.668, -1.661], [16.945, -18.952, 0.498], [17.433, -22.945, -4.888], [15.358, -12.594, -13.149], [14.940, -23.002, -6.320], [10.248, -17.433, -10.644], [15.956, -15.074, -13.075], [22.413, -23.055, -6.279], [25.024, -13.683, -2.517], [11.031, -16.770, -7.413], [14.690, -21.551, -4.135], [12.537, -17.044, -9.314], [15.288, -23.483, -5.410], [15.059, -17.332, -10.062], [18.216, -15.958, -2.407], [21.176, -23.347, -9.258], [24.689, -14.182, -3.351], [14.197, -15.266, -12.164], [17.235, -15.560, -0.561], [16.236, -13.345, -1.385], [10.186, -15.938, -9.831], [16.440, -18.943, -2.054], [11.166, -17.468, -8.764], [18.714, -17.926, -2.805], [15.815, -17.072, -12.504], [20.490, -21.473, -9.511]], "lowdin_charge": [0.166, -0.260, 0.095, 0.166, -0.204, 0.145, -0.294, 0.100, 0.099, 0.187, -0.025, -0.079, 0.105, -0.196, 0.107, 0.112, 0.187, -0.271, -0.198, 0.084, -0.179, 0.143, 0.100, -0.005, 0.087, 0.097, 0.096, 0.121, -0.298, -0.201, 0.075, 0.064, 0.059, 0.166, 0.178, -0.112, -0.203, -0.153, 0.106, 0.161, 0.110, -0.243, -0.018, 0.144, 0.026, 0.126, 0.124, 0.082, 0.137, -0.218, 0.104, -0.267, 0.103, -0.036, 0.103, -0.059, 0.162, -0.187, -0.049, 0.801, -0.139, 0.142, 0.164, 0.101, 0.224, 0.085, 0.104, 0.170, 0.131, 0.095, -0.038, 0.146, 0.142, 0.063, 0.251, 0.128, -0.240, -0.048, -0.224, -0.288, 0.062, 0.066, 0.101, -0.079, 0.136, 0.108, 0.095, -0.268, 0.082, 0.139, 0.039, 0.181, -0.139, 0.088, 0.097, 0.140, 0.063, 0.095, 0.082, -0.081, 0.094, 0.178, 0.115, 0.064, 0.090, 0.143, 0.076, -0.082, 0.105, -0.195, 0.113, -0.151, 0.126, -0.049, -0.070, 0.091, 0.168, -0.050, 0.104, -0.218, 0.096, 0.183, 0.214, 0.131, -0.183, 0.138, 0.084, -0.255, 0.156, 0.228, 0.133, 0.141, 0.101, 0.098, 0.122, -0.294, 0.137, 0.088, -0.219]}

***

2.
{"formula": "C33H40Br2N2ORuSe2Si", "method": "ωB97M-V with the def2-TZVPD basis set", "de_lowest_ev": 2.134, "lumo_ev": [-2.919, -3.532], "e_homo_ev": [-10.181, -10.131], "molar_mass_g_mol": 927.58, "homo_lumo_gap_ev": [7.2616, 6.5988], "total_charge": 1, "multiplicity": 2, "total_energy_ev": -321129.38722, "species": ["C", "C", "C", "C", "H", "C", "C", "H", "C", "H", "H", "Se", "H", "H", "C", "H", "C", "O", "C", "C", "H", "C", "Br", "H", "C", "C", "H", "H", "H", "C", "C", "H", "Ru", "C", "H", "H", "C", "H", "H", "H", "C", "C", "Si", "H", "C", "C", "H", "C", "Br", "H", "H", "C", "H", "H", "H", "H", "H", "C", "H", "H", "H", "H", "H", "C", "C", "H", "H", "H", "C", "N", "H", "C", "C", "Se", "H", "N", "H", "C", "H", "C", "H", "C"], "positions_angstrom": [[-0.750, -2.108, -1.337], [-3.494, 2.046, 4.021], [2.032, 1.382, 1.818], [2.755, 0.166, 1.663], [-4.367, 1.559, 3.593], [4.810, 1.277, 2.275], [-1.547, -3.227, -1.151], [-2.449, 3.998, -1.068], [4.752, -1.161, 1.660], [-3.385, 3.039, 3.588], [-1.483, -3.806, -0.238], [0.246, -1.338, 3.568], [-2.962, 4.068, 0.601], [-2.930, -1.229, 3.344], [-1.405, 2.653, 0.275], [-1.460, 2.389, 1.326], [2.737, 2.504, 2.190], [0.731, 1.360, 1.619], [2.324, 2.124, -5.520], [-2.492, -2.850, -3.328], [2.840, 1.430, -7.482], [1.349, 0.094, -1.055], [6.671, 1.251, 2.589], [-0.525, 3.283, 0.160], [2.327, 1.202, -6.557], [-2.480, -0.707, 4.189], [-3.882, 2.242, -1.599], [-4.424, 0.382, 0.024], [1.682, -0.735, -7.213], [1.669, 1.826, -4.335], [2.603, -2.080, 1.062], [-2.027, -0.316, 0.368], [0.118, -0.195, 0.592], [-3.832, 2.420, -0.521], [4.639, 3.348, 2.718], [0.748, -3.136, 0.830], [1.006, 0.606, -4.163], [-3.174, -3.143, -4.115], [2.052, -0.735, -1.158], [2.140, -4.154, 1.194], [1.037, -3.065, 3.982], [4.141, 0.092, 1.881], [0.224, 0.241, -2.517], [1.957, -3.485, -0.423], [-0.803, -1.328, -2.490], [-1.316, -1.500, 4.743], [-1.021, -1.134, 5.725], [-3.612, 1.089, 0.190], [1.825, 4.136, 2.384], [-1.752, 1.826, -2.484], [-0.011, -1.883, -0.550], [-2.672, 3.381, -0.196], [4.440, -3.192, 1.105], [-2.505, -0.003, -1.298], [-3.241, -0.552, 4.952], [-4.786, 2.864, -0.239], [-0.261, 2.593, -1.968], [3.993, -2.220, 1.264], [1.138, -3.139, 5.062], [-3.039, -4.483, -2.046], [5.818, -1.270, 1.811], [-1.794, -1.134, -4.392], [1.915, 1.009, -0.860], [4.121, 2.446, 2.423], [1.031, -0.312, -5.215], [0.546, -1.275, -5.107], [-3.598, 2.135, 5.098], [2.029, -3.088, 3.538], [-1.697, -1.723, -3.487], [2.006, -0.917, 1.251], [-3.529, 1.256, 1.265], [-2.320, 0.484, -0.344], [1.809, -3.276, 0.639], [-1.874, 1.056, 3.592], [2.832, 3.073, -5.634], [-1.165, 1.402, -0.479], [0.432, -3.883, 3.599], [-0.837, 1.667, -1.905], [1.680, 2.560, -3.536], [-2.420, -3.603, -2.163], [-1.565, -2.559, 4.811], [1.680, -0.015, -6.405]], "lowdin_spin": [0.001, 0.000, 0.000, 0.002, 0.000, -0.001, 0.000, 0.000, 0.005, 0.000, 0.000, 0.028, 0.000, 0.000, 0.003, 0.001, -0.001, -0.017, 0.000, 0.000, 0.000, -0.026, 0.000, 0.000, 0.000, 0.000, 0.000, 0.000, 0.000, 0.000, 0.007, 0.011, 0.875, 0.002, 0.000, 0.000, -0.001, 0.000, 0.001, 0.000, 0.003, 0.000, -0.001, 0.000, 0.000, 0.006, 0.001, 0.007, 0.000, 0.001, 0.001, 0.002, 0.000, 0.002, 0.000, 0.001, 0.000, 0.001, 0.001, 0.000, 0.000, 0.000, -0.001, -0.001, 0.000, 0.000, 0.000, 0.000, 0.000, 0.007, 0.000, 0.034, 0.002, 0.001, 0.000, 0.041, 0.000, 0.000, 0.000, 0.000, 0.000, 0.000]}